Here is a 2-piece molecular cluster, C5H12O2 overall from the Open Molecules 2025 dataset. Energies are from ωB97M-V with the def2-TZVPD basis set.

Results
- E_LUMO (spin up / spin down): 0.0304 / 0.0307 Ha
- HOMO-LUMO gap (spin up / spin down): 8.24 / 8.18 eV
- ΔE to the lowest compared entry with this formula, charge and spin: 468.6 kJ/mol
- Strongest force on any atom: 0.019 Eh/bohr

```
! RIJCOSX wB97M-V def2-TZVPD def2/J DEFGRID3
* xyz 0 1
C -1.280 -1.050 2.136
C 0.731 1.406 2.260
O 0.496 1.335 0.990
C 0.957 0.486 0.120
C 0.555 0.673 -1.291
O -0.056 -0.500 -1.801
C -0.363 -0.356 -3.164
H -1.263 -2.119 2.354
H -2.309 -0.713 1.995
H -0.840 -0.501 2.970
H 1.379 0.668 2.721
H 0.184 2.167 2.793
H 1.666 -0.263 0.462
H -0.718 -0.864 1.213
H -0.139 1.528 -1.345
H 1.426 0.914 -1.928
H 0.533 -0.108 -3.757
H -1.110 0.437 -3.328
H -0.769 -1.307 -3.516
*
```